Entry 1:
C2HNOS | ωB97M-V with the def2-TZVPD basis set

Energy above the lowest of the compared OMol25 structures with the same formula, charge and spin   4.15 kcal per mole
Charge   0
Frontier orbital gap   11.467 eV
SMILES   O=C=S.C#N
E_tot   -604.9803 Ha

Positions of all 6 atoms, in Å:
O: -1.53079 0.39115 0.20773
C: -1.75232 -0.24549 -0.69933
S: -2.13073 -0.95891 -2.01085
C: 1.77410 0.24242 0.81442
N: 2.49277 -0.01376 -0.03180
H: 1.14698 0.58460 1.71983

In the Mulliken picture, each atom carries the following charge in e: -0.29, 0.61, -0.32, 0.10, -0.34, 0.24

Entry 2:
C46H56BrGe2N3O6S2Sn | ωB97M-V with the def2-TZVPD basis set

Energy above the lowest of the compared OMol25 structures with the same formula, charge and spin   14.68 kcal per mole
Charge   -2
Frontier orbital gap   5.539 eV
E_tot   -10140.8371 Ha

Positions of all 117 atoms, in Å:
Sn: -0.72771 0.17406 0.39695
O: 3.14148 -2.57347 5.89088
C: 3.55529 -1.63297 5.19520
O: 4.68281 -1.11068 5.11856
C: 2.48383 -0.99766 4.24581
C: 2.77496 0.13886 3.49625
C: 1.82873 0.62185 2.61159
N: 0.65978 -0.00228 2.41458
C: 0.33853 -1.07177 3.14753
C: 1.23848 -1.57581 4.09237
C: -0.98274 -1.66236 2.87966
C: -1.35638 -2.83997 3.45898
C: -2.68842 -3.31937 3.25363
C: -3.50662 -2.68636 2.39802
C: -2.98512 -1.58048 1.56906
N: -1.80638 -0.94425 2.06113
C: 2.05538 1.82228 1.78350
C: 2.98827 2.79519 2.15079
C: 3.15183 3.90819 1.34953
C: 2.37528 4.03339 0.20325
C: 1.49068 3.01241 -0.09563
N: 1.33742 1.93526 0.66313
H: 3.75852 0.57574 3.59796
H: 1.00723 -2.42559 4.71519
H: -0.68362 -3.38999 4.09669
H: -3.02986 -4.17001 3.82996
H: -4.52034 -2.99444 2.22203
H: -3.75016 -0.84284 1.33503
H: 3.55843 2.67322 3.05962
H: 3.86680 4.67344 1.62272
H: 2.46407 4.90132 -0.43453
H: 0.87861 3.04776 -0.99080
C: -0.75681 -3.86201 -2.65064
C: -0.40630 -2.64913 -3.50789
Ge: 1.34828 -1.89367 -2.95484
C: 1.73540 -0.18936 -3.95653
C: 1.00855 -0.14700 -5.29842
C: 2.79332 -3.19582 -3.34888
C: 3.35518 -3.53674 -2.17595
Ge: 2.36997 -2.47675 -0.77009
C: 3.50921 -1.06042 0.06269
C: 3.93749 0.00586 -0.93904
C: 1.44400 -3.52365 0.64818
C: 2.38022 -4.26142 1.59984
C: 4.48324 -4.45550 -1.97899
C: 5.19474 -4.41357 -0.77738
C: 6.30403 -5.21545 -0.56936
C: 6.72192 -6.08976 -1.56170
C: 6.00407 -6.17345 -2.74713
C: 4.89615 -5.36963 -2.95271
H: -1.73629 -4.26122 -2.91700
H: -0.80759 -3.57038 -1.60421
H: -0.00223 -4.64622 -2.75522
H: -1.17021 -1.87922 -3.38223
H: -0.35746 -2.92211 -4.56511
H: 2.81517 -0.12164 -4.10319
H: 1.42922 0.66448 -3.35026
H: 1.26250 -1.02108 -5.90146
H: 1.27681 0.74876 -5.86395
H: -0.06928 -0.13610 -5.13667
H: 3.13734 -3.59642 -4.30211
H: 4.37939 -1.48711 0.56467
H: 2.89007 -0.61283 0.83617
H: 4.55908 -0.42775 -1.72543
H: 4.50443 0.80233 -0.45039
H: 3.05858 0.45256 -1.40728
H: 0.74857 -4.21961 0.17826
H: 0.84343 -2.80452 1.20655
H: 2.96063 -5.01516 1.06490
H: 1.80752 -4.76542 2.37990
H: 3.07078 -3.57797 2.09767
H: 4.86396 -3.72963 -0.00609
H: 6.83892 -5.16067 0.37024
H: 7.59602 -6.71045 -1.41056
H: 6.30762 -6.87269 -3.51719
H: 4.33589 -5.44802 -3.87538
C: -2.16653 6.24847 -4.49230
C: -3.36555 6.01985 -3.55671
C: -4.54685 5.46554 -4.36738
C: -3.77029 7.37754 -2.97772
C: -2.96903 5.01211 -2.48256
C: -2.52878 3.75118 -2.86447
C: -2.15025 2.83187 -1.91305
Br: -1.53713 1.12829 -2.55150
C: -2.14425 3.07031 -0.51595
O: -1.78622 2.16673 0.34507
C: -2.56808 4.37776 -0.13851
C: -2.98652 5.27336 -1.11906
C: -2.57975 4.90745 1.30689
C: -1.71252 6.17858 1.37805
C: -2.02906 3.93560 2.35621
C: -4.02153 5.25552 1.71281
H: -2.42473 6.96880 -5.27285
H: -1.85761 5.32180 -4.97352
H: -1.31957 6.63995 -3.92694
H: -4.84367 6.17152 -5.14752
H: -5.40282 5.29079 -3.71472
H: -4.28110 4.52255 -4.84306
H: -4.00499 8.06658 -3.79173
H: -2.95434 7.80943 -2.39649
H: -4.65499 7.29244 -2.34531
H: -2.46954 3.45973 -3.90412
H: -3.34483 6.23818 -0.78734
H: -0.69269 5.95220 1.06294
H: -1.68704 6.55104 2.40474
H: -2.09471 6.97544 0.73984
H: -0.98717 3.69120 2.15385
H: -2.58933 3.00558 2.37261
H: -2.09357 4.40206 3.34325
H: -4.45662 6.01723 1.06477
H: -4.03976 5.63245 2.73808
H: -4.64704 4.36431 1.65974
O: -4.46729 -3.34311 -2.08558
S: -4.45318 -3.21376 -0.63828
O: -5.46693 -2.31359 -0.11026
O: -4.34402 -4.48261 0.05988
S: -2.59949 -2.23276 -0.25064

Results of the Mulliken charge analysis, in e, for atoms 1 through 99: 1.77, -0.74, 0.54, -0.76, -0.95, -0.87, 0.55, -0.01, 0.52, -0.70, 0.38, -0.60, -0.73, -0.75, -0.52, 0.14, 0.10, -0.76, -0.74, -0.84, -0.79, 1.27, 0.53, 0.57, 0.36, 0.36, 0.61, 0.42, 0.52, 0.44, 0.47, 0.37, -0.92, -0.30, 0.17, -0.12, -1.44, -0.27, -0.44, -0.67, 2.03, -1.25, 1.17, -1.62, 0.59, 0.16, -0.97, -0.36, -0.71, -0.53, 0.41, -0.27, 0.36, 0.22, 0.51, 0.46, 0.09, 0.38, 0.38, 0.29, 0.27, 0.65, -1.82, 0.42, 0.45, -0.04, 0.58, -0.82, 0.47, 0.37, 0.31, 0.34, 0.39, 0.38, 0.37, 0.36, -1.68, 2.05, -1.71, -2.09, -0.17, -0.39, 0.22, -0.17, 0.18, -0.82, -0.15, -0.52, 2.32, -1.72, -2.14, -1.80, 0.45, 0.33, 0.37, 0.45, 0.37, 0.32, 0.45

Entry 3:
C15H27FN4O | ωB97M-V with the def2-TZVPD basis set

Charge   0
Frontier orbital gap   8.390 eV
SMILES   COCCCCCCCCCCCCc1nnc(F)nn1
E_tot   -981.4822 Ha

Positions of all 48 atoms, in Å:
C: 2.46407 2.34021 3.00535
O: 1.38779 2.32518 4.00464
C: 0.07207 2.03034 3.42525
C: -0.02376 2.13532 1.79425
C: -1.64492 1.96866 1.41950
C: -1.88744 2.23509 -0.20342
C: -3.22593 1.41571 -0.67241
C: -2.99722 0.32907 -1.87693
C: -1.57308 -0.48069 -1.82736
C: -0.44154 0.08478 -2.90524
C: 0.70435 -1.06036 -3.16344
C: 2.18922 -0.66086 -2.54405
C: 2.69831 -1.72889 -1.36416
C: 1.84886 -1.36531 -0.00928
C: 1.04701 -2.69080 0.63709
N: -0.32348 -2.78995 0.23719
N: -0.96073 -3.79531 0.77453
C: -0.15530 -4.59128 1.65362
F: -0.90725 -5.72823 2.31792
N: 1.22866 -4.51448 2.01952
N: 1.86390 -3.50826 1.48110
H: 3.48293 2.43790 3.62041
H: 2.57843 1.33436 2.39111
H: 2.45534 3.30429 2.30108
H: -0.67369 2.85686 3.85633
H: -0.27797 0.96931 3.83534
H: 0.49417 1.19171 1.28149
H: 0.35009 3.14477 1.33559
H: -2.04866 0.89352 1.67470
H: -2.28486 2.73352 2.06207
H: -2.13601 3.39673 -0.30342
H: -0.93205 2.05178 -0.85304
H: -4.01375 2.22283 -1.04328
H: -3.72863 0.91235 0.28099
H: -3.86228 -0.48508 -1.75743
H: -3.17203 0.78967 -2.96150
H: -1.77979 -1.62331 -2.05863
H: -1.15736 -0.41716 -0.72404
H: -0.00694 1.13695 -2.60501
H: -1.03849 0.24651 -3.92215
H: 0.38292 -2.05032 -2.62327
H: 0.80620 -1.18296 -4.33590
H: 2.98144 -0.50292 -3.39205
H: 2.10773 0.38733 -1.97826
H: 2.63391 -2.84811 -1.70012
H: 3.83155 -1.42962 -1.16016
H: 1.06387 -0.51122 -0.23792
H: 2.58036 -0.90967 0.81337

In the Mulliken picture, each atom carries the following charge in e: -0.22, -0.35, -0.32, 0.08, -0.86, -0.18, -0.71, -0.73, -0.02, -0.56, -0.50, -0.59, -0.81, 0.79, -0.05, 0.47, -0.69, 0.56, -0.24, -0.44, -0.11, 0.26, -0.04, 0.20, 0.23, 0.21, -0.18, 0.25, 0.31, 0.35, 0.41, 0.03, 0.30, 0.31, 0.27, 0.28, 0.46, -0.24, 0.19, 0.38, 0.28, 0.34, 0.36, 0.21, 0.32, 0.29, -0.64, 0.34

Entry 4:
C5H11O2 | ωB97M-V with the def2-TZVPD basis set

Energy above the lowest of the compared OMol25 structures with the same formula, charge and spin   53.56 kcal per mole
Charge   0
Frontier orbital gap (spin up / spin down)   10.839 / 7.974 eV
Multiplicity   2
E_tot   -347.4327 Ha

Positions of all 18 atoms, in Å:
C: -1.71482 0.63420 0.42511
O: -2.73069 -0.17591 0.19135
C: -0.26375 -0.10511 -0.29507
C: 0.90242 1.12202 -0.43706
C: 2.28358 0.46441 -0.36507
C: 2.82670 -0.05612 -1.44612
H: -1.85984 1.67350 -0.06128
H: -1.30462 0.83938 1.42001
H: -0.58321 -0.47822 -1.28255
H: 0.12041 -0.91748 0.41309
H: 0.68013 1.73837 -1.32419
H: 0.76519 1.61204 0.54846
H: 2.80835 0.53777 0.62208
H: 2.13824 -0.20826 -2.27235
H: 3.81283 -0.64275 -1.45145
H: -2.04387 -2.54343 1.88857
H: -2.93024 -1.35437 1.37519
O: -2.90680 -2.14005 2.05127

In the Mulliken picture, each atom carries the following charge in e: -0.36, -0.49, -0.56, -0.65, -0.13, -0.67, 0.34, 0.30, 0.35, 0.35, 0.39, 0.33, 0.28, 0.22, 0.26, 0.28, 0.43, -0.69

- Among the records above, which one has the lowest charge?
  C46H56BrGe2N3O6S2Sn

- Which of these has the lowest charge?
  C46H56BrGe2N3O6S2Sn

- Which value of charge does entry 4 give?
  0